No. 1
Molecular formula: C2H7N3S
Method: DFT, ωB97M-V with the def2-TZVPD basis set

## Properties
LUMO ... 1.0 eV
SMILES string ... CN/N=C/NS
E_HOMO ... -7.320 eV

Bonds (Å) are listed after each position.
Cartesian coordinates (Å):
1 C -2.52 0.03 0.02  H3 1.094, H4 1.085, H5 1.071, N10 1.457
2 C 1.02 -0.17 0.22  H7 1.110, N11 1.280, N12 1.385
3 H -2.74 -0.59 -0.85  C1 1.094
4 H -2.64 1.05 -0.33  C1 1.085
5 H -3.23 -0.20 0.79  C1 1.071
6 H -1.22 -0.87 1.31  N10 0.969
7 H 1.32 -0.54 1.22  C2 1.110
8 H 1.65 0.54 -1.58  N12 1.045
9 H 4.09 0.97 -0.02  S13 1.352
10 N -1.21 -0.19 0.62  C1 1.457, H6 0.969, N11 1.300
11 N -0.19 0.00 -0.16  C2 1.280, N10 1.300
12 N 2.02 0.15 -0.68  C2 1.385, H8 1.045, S13 1.673
13 S 3.65 -0.19 -0.55  H9 1.352, N12 1.673



No. 2
Molecular formula: C2H7N4
Method: DFT, ωB97M-V with the def2-TZVPD basis set

## Properties
LUMO (spin up / spin down) ... -4.9 / -4.9 eV
E_HOMO (spin up / spin down) ... -13.169 / -13.161 eV
Charge ... +1

Bonds (Å) are listed after each position.
Cartesian coordinates (Å):
1 C 0.22 0.31 -0.66  C2 1.472, N6 1.297
2 C -0.68 -0.83 -0.40  C1 1.472, H7 1.141, H8 1.076, H9 1.090
3 N 0.27 2.10 0.93  N4 1.152
4 N 0.83 1.64 1.83  N3 1.152, N5 1.279
5 N 1.19 0.48 2.24  N4 1.279, H10 1.085, H11 1.109
6 N 1.10 0.53 -1.58  C1 1.297, H12 1.083, H13 1.003
7 H -0.11 -1.70 -0.85  C2 1.141
8 H -1.65 -0.85 -0.86  C2 1.076
9 H -0.87 -1.13 0.63  C2 1.090
10 H 1.74 0.30 3.16  N5 1.085
11 H 1.24 -0.33 1.48  N5 1.109
12 H 1.08 -0.01 -2.51  N6 1.083
13 H 1.81 1.23 -1.46  N6 1.003



No. 3
Molecular formula: C2H7N4
Method: DFT, ωB97M-V with the def2-TZVPD basis set

## Properties
LUMO (spin up / spin down) ... -5.0 / -5.2 eV
E_HOMO (spin up / spin down) ... -12.298 / -12.048 eV
Charge ... +1

Bonds (Å) are listed after each position.
Cartesian coordinates (Å):
1 C 1.08 -0.56 1.72  C2 1.293, N3 1.302, H7 1.060
2 C -0.02 0.08 1.47  C1 1.293, N3 1.565, H8 1.029
3 N 1.41 0.70 1.67  C1 1.302, C2 1.565, H11 0.985
4 N -1.59 -0.41 -0.71  N5 1.293, H9 0.988, H10 0.950
5 N -0.73 0.52 -0.43  N4 1.293, N6 1.250
6 N 0.23 0.60 -1.22  N5 1.250, H12 1.035, H13 1.009
7 H 1.49 -1.50 1.97  C1 1.060
8 H -0.92 0.43 1.82  C2 1.029
9 H -2.25 -0.66 -0.02  N4 0.988
10 H -1.65 -0.75 -1.59  N4 0.950
11 H 2.05 1.12 1.06  N3 0.985
12 H 0.45 -0.20 -1.84  N6 1.035
13 H 0.72 1.47 -1.36  N6 1.009



No. 4
Molecular formula: C2H7N4
Method: DFT, ωB97M-V with the def2-TZVPD basis set

## Properties
LUMO ... -4.1 eV
SMILES string ... CC(=[NH2+])/N=N/N
E_HOMO ... -14.209 eV
Charge ... +1

Bonds (Å) are listed after each position.
Cartesian coordinates (Å):
1 C -0.37 0.35 -0.30  C2 1.461, N3 1.345, N6 1.401
2 C -1.59 0.01 0.43  C1 1.461, H7 1.062, H8 1.078, H9 1.195
3 N 0.83 -0.14 0.05  C1 1.345, N4 1.247
4 N 1.83 -0.19 0.79  N3 1.247, N5 1.257
5 N 2.78 -0.95 0.47  N4 1.257, H10 1.018, H11 1.036
6 N -0.36 1.30 -1.33  C1 1.401, H12 1.067, H13 1.060
7 H -1.96 0.92 0.83  C2 1.062
8 H -1.68 -0.76 1.19  C2 1.078
9 H -2.49 -0.32 -0.28  C2 1.195
10 H 2.64 -1.72 -0.18  N5 1.018
11 H 3.66 -0.92 1.03  N5 1.036
12 H -1.30 1.71 -1.63  N6 1.067
13 H 0.49 1.66 -1.85  N6 1.060



No. 5
Molecular formula: C2H7N4O
Method: DFT, ωB97M-V with the def2-TZVPD basis set

## Properties
LUMO ... -4.2 eV
SMILES string ... NC(N)=[NH+]CN=O
E_HOMO ... -12.685 eV
Charge ... +1

Bonds (Å) are listed after each position.
Cartesian coordinates (Å):
1 C 0.58 -0.44 -0.48  N4 1.379, N5 1.326, N6 1.303
2 C -0.78 1.31 0.35  N3 1.819, N6 1.379, H8 1.157, H9 1.025
3 N -1.47 0.23 1.64  C2 1.819, O7 1.193
4 N 0.88 -1.15 -1.62  C1 1.379, H10 1.024, H11 1.057
5 N 1.36 -0.55 0.59  C1 1.326, H12 1.022, H13 1.017
6 N -0.39 0.42 -0.64  C1 1.303, C2 1.379, H14 1.060
7 O -2.43 0.68 2.20  N3 1.193
8 H 0.07 1.74 1.00  C2 1.157
9 H -1.53 2.00 0.21  C2 1.025
10 H 1.61 -1.87 -1.69  N4 1.024
11 H 0.11 -1.16 -2.34  N4 1.057
12 H 1.82 -1.40 0.93  N5 1.022
13 H 1.10 0.08 1.34  N5 1.017
14 H -0.94 0.11 -1.48  N6 1.060



No. 6
Molecular formula: C2H7N4O2
Method: DFT, ωB97M-V with the def2-TZVPD basis set

## Properties
LUMO (spin up / spin down) ... -5.0 / -5.0 eV
E_HOMO (spin up / spin down) ... -13.512 / -13.511 eV
Charge ... +1

Bonds (Å) are listed after each position.
Cartesian coordinates (Å):
1 C -1.30 1.00 -0.03  C2 1.352, N5 1.317, H9 1.082
2 C 0.04 0.84 -0.16  C1 1.352, N3 1.305
3 N 0.98 1.74 -0.07  C2 1.305, H10 0.964, H11 1.114
4 N 0.80 -1.11 0.23  N6 1.300, H12 0.974
5 N -2.08 -0.06 -0.03  C1 1.317, O7 1.344, O8 1.215
6 N 2.09 -1.04 0.21  N4 1.300, H13 1.021, H14 1.028
7 O -1.59 -1.27 -0.34  N5 1.344, H15 0.969
8 O -3.25 0.04 0.29  N5 1.215
9 H -2.03 1.79 -0.05  C1 1.082
10 H 0.97 2.70 -0.14  N3 0.964
11 H 2.01 1.37 0.15  N3 1.114
12 H 0.50 -1.41 -0.65  N4 0.974
13 H 2.47 -1.60 -0.56  N6 1.021
14 H 2.57 -1.07 1.12  N6 1.028
15 H -2.17 -1.94 0.04  O7 0.969



Number 1: total energy -17490.9744 eV. Number 2: total energy -8136.2784 eV. Number 3: total energy -8134.1313 eV. Number 4: total energy -8138.7222 eV. Number 5: total energy -10185.9239 eV. Number 6: total energy -12229.1235 eV.